{"formula": "C5H7NO", "method": "ωB97M-V with the def2-TZVPD basis set", "relative_energy_kj_mol": 142.4, "e_homo_ha": -0.3435, "orbital_gap_ev": 10.1, "energy_ev": -8834.727, "species": ["C", "C", "C", "C", "N", "C", "O", "H", "H", "H", "H", "H", "H", "H"], "coordinates": [[1.0690, 1.4244, 1.4431], [0.4353, 0.3813, 0.5793], [-0.6986, -0.2660, 0.8636], [-1.2860, -1.2833, -0.0283], [-0.8226, -1.5320, -1.1883], [0.8252, 0.3319, -2.9235], [0.5797, -0.1774, -3.9093], [2.0786, 1.1182, 1.7429], [0.4839, 1.6199, 2.3472], [1.1776, 2.3646, 0.8893], [0.9354, 0.1433, -0.3578], [-1.2336, -0.0592, 1.7897], [-2.1557, -1.8151, 0.3840], [-1.3643, -2.2714, -1.6377]], "lowdin_charge": [-0.097, -0.159, -0.113, -0.250, 0.079, -0.008, 0.017, 0.077, 0.073, 0.077, 0.054, 0.097, 0.103, 0.051]}

---

{"formula": "C5H7NO", "method": "ωB97M-V with the def2-TZVPD basis set", "relative_energy_kj_mol": 100.8, "e_homo_ha": -0.3076, "orbital_gap_ev": 9.0, "energy_ev": -8835.158, "species": ["C", "C", "C", "O", "C", "N", "C", "H", "H", "H", "H", "H", "H", "H"], "coordinates": [[0.8006, 0.0556, -1.7286], [0.3440, -0.1249, -0.3234], [-0.6291, 0.5327, 0.3840], [-1.4365, 1.5424, 0.0041], [-0.7277, -0.0295, 1.7601], [0.1290, -1.1888, 1.7028], [0.7685, -1.1606, 0.5744], [0.2823, 0.8926, -2.2055], [0.5942, -0.8559, -2.3041], [1.8853, 0.2528, -1.7944], [-1.3115, 1.7259, -0.9370], [-1.7529, -0.3720, 1.9564], [-0.4470, 0.6479, 2.5632], [1.5009, -1.9181, 0.3481]], "lowdin_charge": [-0.045, -0.225, -0.273, 0.080, -0.157, 0.019, -0.129, 0.068, 0.084, 0.087, 0.106, 0.137, 0.135, 0.112]}

---

{"formula": "C5H7NO", "method": "ωB97M-V with the def2-TZVPD basis set", "relative_energy_kj_mol": 412.8, "e_homo_ha": -0.3352, "orbital_gap_ev": 9.7, "energy_ev": -8831.924, "species": ["O", "C", "C", "C", "N", "C", "C", "H", "H", "H", "H", "H", "H", "H"], "coordinates": [[1.6802, 0.1127, -2.1723], [1.6446, 0.3658, -0.9896], [0.3307, 0.3104, -0.1819], [-0.7697, -0.5580, -0.7579], [-1.1998, -0.5228, 0.7023], [-1.0358, 0.9396, 0.6296], [0.2773, -0.5865, 1.0542], [2.5989, 0.4296, -0.4209], [-1.4567, -0.0499, -1.4431], [-0.4987, -1.5477, -1.1295], [-1.8581, 1.4125, 0.0714], [-0.9494, 1.3905, 1.6303], [0.5245, -0.1088, 2.0108], [0.7122, -1.5874, 0.9966]], "lowdin_charge": [0.056, -0.185, -0.243, -0.144, -0.061, -0.073, -0.147, 0.124, 0.115, 0.120, 0.107, 0.105, 0.110, 0.118]}

---

{"formula": "C5H7NO", "method": "ωB97M-V with the def2-TZVPD basis set", "relative_energy_kj_mol": 266.6, "e_homo_ha": -0.3333, "orbital_gap_ev": 10.1, "energy_ev": -8833.440, "species": ["O", "C", "C", "N", "C", "C", "C", "H", "H", "H", "H", "H", "H", "H"], "coordinates": [[1.5412, 1.8816, 0.2707], [2.0966, 0.8546, 0.3590], [2.7100, -0.3023, 0.4471], [-0.3638, -0.9738, 0.1616], [-1.5951, -0.3240, 0.6866], [-1.7801, 0.3855, -0.6794], [-0.5237, -0.3831, -0.9667], [2.0839, -1.1864, 0.5129], [3.7924, -0.3474, 0.4715], [-1.3913, 0.3308, 1.5383], [-2.3659, -1.0490, 0.9623], [-1.6743, 1.4744, -0.6706], [-2.6642, 0.1019, -1.2583], [0.1341, -0.4626, -1.8351]], "lowdin_charge": [0.138, -0.298, -0.006, 0.054, -0.195, -0.132, -0.184, 0.043, 0.058, 0.105, 0.103, 0.103, 0.101, 0.111]}

---

{"formula": "C5H7NO", "method": "ωB97M-V with the def2-TZVPD basis set", "relative_energy_kj_mol": 298.1, "e_homo_ha": -0.2818, "orbital_gap_ev": 8.7, "energy_ev": -8833.113, "species": ["C", "C", "C", "C", "N", "C", "O", "H", "H", "H", "H", "H", "H", "H"], "coordinates": [[1.2800, 1.4349, 0.6609], [0.6783, 0.1789, 0.0311], [-0.5454, -0.3965, 0.7385], [-1.1286, -1.4635, 0.0388], [-0.6813, -1.6523, -1.1884], [-0.2880, 0.3936, -1.0268], [-0.9048, 1.0333, -1.7789], [1.8151, 1.2138, 1.6051], [0.4580, 2.1187, 0.8724], [1.9776, 1.9114, -0.0350], [1.4313, -0.5402, -0.2889], [-0.8649, 0.0590, 1.6662], [-1.9357, -2.0640, 0.4730], [-1.2917, -2.2272, -1.7680]], "lowdin_charge": [-0.039, -0.315, -0.113, -0.256, 0.042, -0.208, 0.192, 0.094, 0.085, 0.084, 0.145, 0.102, 0.116, 0.070]}

---

{"formula": "C5H7NO", "method": "ωB97M-V with the def2-TZVPD basis set", "relative_energy_kj_mol": 428.5, "e_homo_ha": [-0.2982, -0.2963], "orbital_gap_ev": [8.0, 8.1], "energy_ev": -8831.762, "species": ["N", "C", "O", "C", "C", "C", "C", "H", "H", "H", "H", "H", "H", "H"], "coordinates": [[-1.7829, 0.3245, -1.6468], [-0.7530, 0.3309, -0.9148], [0.5647, 0.6478, -1.3931], [1.3933, -0.2868, -0.6744], [0.8884, -0.0348, 0.7582], [0.9289, 1.4359, 0.7251], [-0.5628, 0.0806, 0.4891], [-1.5875, 0.7642, -2.5464], [2.4581, -0.0490, -0.7783], [1.1768, -1.2705, -1.0984], [1.2652, -0.5923, 1.6098], [1.7269, 1.9231, 0.1285], [0.3264, 2.1082, 1.2903], [-1.3587, 0.0028, 1.2337]], "lowdin_charge": [0.161, -0.452, -0.117, -0.147, -0.324, 0.087, 0.020, 0.062, 0.131, 0.132, 0.141, 0.105, 0.068, 0.133]}

---

{"formula": "C5H7NO", "method": "ωB97M-V with the def2-TZVPD basis set", "relative_energy_kj_mol": 396.8, "e_homo_ha": -0.2892, "orbital_gap_ev": 8.3, "energy_ev": -8832.090, "species": ["C", "N", "C", "C", "C", "C", "O", "H", "H", "H", "H", "H", "H", "H"], "coordinates": [[1.4360, 1.4289, 0.6566], [0.4902, 0.5865, -0.1168], [-0.9261, 0.4930, -1.7929], [-1.4149, -0.6846, -1.2799], [-1.0178, -1.2070, -0.0812], [0.0062, -0.4347, 0.5293], [0.4501, -0.7472, 1.7739], [2.2261, 0.8084, 1.1103], [0.9692, 1.9651, 1.4988], [1.9216, 2.1671, 0.0174], [-0.5190, 0.3910, -2.8175], [-2.1971, -1.1067, -1.9150], [-1.4503, -2.0859, 0.3725], [0.0259, -1.5740, 2.0444]], "lowdin_charge": [-0.085, 0.028, 0.137, -0.240, -0.082, -0.446, 0.073, 0.081, 0.083, 0.072, 0.051, 0.118, 0.096, 0.114]}

---

{"formula": "C5H7NO", "method": "ωB97M-V with the def2-TZVPD basis set", "relative_energy_kj_mol": 756.0, "e_homo_ha": -0.3156, "orbital_gap_ev": 8.7, "energy_ev": -8828.367, "species": ["O", "C", "C", "C", "C", "N", "C", "H", "H", "H", "H", "H", "H", "H"], "coordinates": [[-2.1272, -0.4179, -1.6934], [-0.0606, 0.6208, -1.1045], [0.0401, 1.0688, 0.2829], [-0.0880, -0.4824, 0.5311], [1.0720, -0.3337, 1.4743], [1.4903, 0.6468, 0.4358], [0.9649, -0.2996, -0.6276], [-2.8342, 0.2388, -1.5956], [-1.2044, 0.3083, -1.9606], [-0.4310, 1.8620, 0.8553], [-0.9768, -1.0945, 0.5414], [0.8557, 0.1471, 2.4191], [1.7480, -1.1787, 1.5346], [1.5512, -1.0858, -1.0926]], "lowdin_charge": [-0.265, 0.104, -0.172, -0.107, -0.140, 0.045, -0.172, -0.007, 0.061, 0.146, 0.129, 0.113, 0.115, 0.149]}

---

{"formula": "C5H7NO", "method": "ωB97M-V with the def2-TZVPD basis set", "relative_energy_kj_mol": 460.8, "e_homo_ha": -0.3328, "orbital_gap_ev": 9.3, "energy_ev": -8831.427, "species": ["O", "C", "C", "C", "N", "C", "C", "H", "H", "H", "H", "H", "H", "H"], "coordinates": [[1.1988, -1.0963, -2.2976], [0.1103, -0.8214, -1.8439], [-0.0842, -0.3987, -0.3658], [1.1277, 0.1896, 0.3308], [0.0527, 0.8306, 1.1877], [-0.4929, -0.4661, 1.4784], [-0.8014, 0.9124, -0.0582], [-0.7485, -0.7120, -2.5459], [1.7641, -0.5129, 0.8790], [1.7293, 0.9166, -0.2214], [0.1285, -1.0607, 2.1663], [-1.5402, -0.4341, 1.8175], [-1.8786, 0.8661, 0.1428], [-0.5656, 1.7870, -0.6697]], "lowdin_charge": [0.051, -0.196, -0.182, -0.159, -0.097, -0.032, -0.165, 0.122, 0.112, 0.120, 0.101, 0.099, 0.108, 0.117]}